Computed, not measured: 12 unconnected molecules or ions with the total composition C19H62N8O12 in a non-equilibrium geometry, with wB97M-V/def2-TZVPD.

Properties
SMILES = NC(N)=O.NC(N)=O.NC(N)=O.NC(N)=O.CCO.CCO.CCO.CCO.CCO.CCO.CCO.CO
Largest force on an atom = 7.51 eV/Å
Energy above the lowest of the compared OMol25 structures with the same formula, charge and spin = 5.778 eV
LUMO level = 0.0042 hartree
Highest occupied orbital energy = -8.35 eV

Geometry as XYZ:
```
101
Properties=species:S:1:pos:R:3:forces:R:3
C -0.651752 -0.122881 0.389980 0.36 1.06 0.94
C 0.630248 0.106119 -0.337020 1.61 1.56 1.52
O 0.665248 1.340119 -1.135020 -1.79 -1.25 0.97
H -0.929752 0.728119 0.999980 -0.35 0.66 -0.34
H -0.498752 -0.821881 1.208980 -0.02 -0.84 -0.44
H -1.420752 -0.366881 -0.313020 -0.77 -0.38 -0.07
H 0.793248 -0.759881 -0.896020 0.46 -1.09 -1.72
H 1.517248 0.137119 0.355980 -0.99 0.05 -0.43
H 1.591248 1.527119 -1.240020 1.24 -0.03 -0.49
C -1.035752 -3.743881 1.527980 0.35 0.51 -0.13
C -1.818752 -5.013881 1.743980 -1.20 0.96 -0.60
O -3.088752 -4.886881 1.020980 1.22 -0.74 -0.84
H -1.580752 -2.900881 1.981980 0.85 -0.38 0.21
H -1.014752 -3.461881 0.464980 -0.17 -0.43 -0.20
H 0.034248 -3.868881 1.816980 -1.01 0.26 0.60
H -2.148752 -5.117881 2.769980 0.24 -0.03 0.26
H -1.204752 -5.861881 1.480980 -0.23 -0.62 -0.36
H -2.881752 -4.947881 0.056980 -0.30 0.09 1.14
C -3.818752 -2.254881 3.273980 0.77 1.32 0.04
C -2.890752 -1.047881 3.209980 1.04 -0.99 -0.34
O -2.993752 -0.408881 4.472980 0.06 0.33 0.54
H -3.892752 -2.761881 2.366980 0.05 -0.96 -1.73
H -4.780752 -1.796881 3.426980 -0.62 -0.42 0.76
H -3.453752 -2.968881 4.002980 -0.36 -0.01 0.49
H -3.206752 -0.360881 2.421980 -0.20 0.22 0.33
H -1.802752 -1.280881 2.973980 -1.24 0.00 0.57
H -2.931752 -1.089881 5.170980 0.14 0.48 -0.58
C 5.348248 0.099119 -1.985020 -0.32 0.15 -0.06
C 3.853248 -0.030881 -1.991020 -0.31 -2.38 2.08
O 3.255248 1.041119 -1.313020 -0.47 1.36 -2.09
H 5.590248 0.886119 -2.678020 0.42 0.15 -0.59
H 5.869248 -0.828881 -2.208020 0.06 0.05 -0.05
H 5.625248 0.494119 -1.031020 0.49 -0.17 0.82
H 3.452248 -0.946881 -1.447020 1.03 0.69 -0.57
H 3.507248 -0.167881 -2.966020 -0.83 0.53 -1.62
H 3.556248 0.931119 -0.437020 0.51 -0.21 2.17
C 1.757248 4.329119 -2.429020 -0.58 -1.46 0.66
C 0.613248 3.938119 -3.375020 0.22 -0.63 1.01
O 0.833248 4.393119 -4.717020 0.30 0.91 1.78
H 1.389248 4.337119 -1.394020 -0.03 0.41 -0.20
H 2.269248 5.220119 -2.672020 0.23 1.19 -0.25
H 2.506248 3.523119 -2.405020 -0.05 0.25 -0.32
H -0.414752 4.163119 -2.988020 0.92 0.46 -0.40
H 0.674248 2.835119 -3.311020 -0.39 0.20 -0.54
H 0.535248 3.653119 -5.186020 -0.55 -1.28 -1.80
C 1.154248 -0.499881 -4.020020 1.26 0.39 -0.11
C -0.098752 -0.736881 -4.866020 1.31 -1.31 4.95
O -1.182752 -0.764881 -3.903020 -0.19 -0.68 -0.69
H 2.004248 -0.482881 -4.675020 0.68 -0.01 -0.77
H 1.453248 -1.345881 -3.332020 -1.00 0.88 -0.44
H 1.237248 0.475119 -3.524020 -0.54 -0.39 0.31
H 0.170248 -1.680881 -5.249020 -0.77 -1.43 -1.17
H -0.243752 -0.037881 -5.606020 -0.67 1.64 -1.45
H -1.059752 -1.535881 -3.298020 -0.11 1.01 -0.83
C -4.402752 -0.563881 -0.079020 -0.34 0.52 0.14
C -4.630752 -0.292881 -1.568020 -1.34 -1.45 0.52
O -3.468752 -0.065881 -2.290020 0.37 -1.32 -0.83
H -5.324752 -0.708881 0.496980 -0.02 -0.08 -0.37
H -3.926752 0.293119 0.366980 0.16 0.75 0.11
H -3.726752 -1.351881 0.180980 0.30 -0.95 -0.37
H -5.223752 0.590119 -1.645020 -0.94 0.71 0.08
H -5.249752 -1.121881 -2.049020 1.08 0.88 0.46
H -3.137752 0.802119 -2.106020 0.35 0.10 0.40
C 0.532248 3.576119 2.369980 3.53 -0.06 4.53
O 1.305248 3.953119 3.357980 -3.26 -0.61 -3.70
N -0.787752 3.444119 2.386980 -2.31 0.50 -1.31
N 1.073248 2.812119 1.395980 4.09 0.27 -1.51
H -1.292752 3.808119 3.168980 -0.12 0.43 0.14
H -1.316752 3.262119 1.471980 0.73 0.31 1.50
H 2.105248 2.956119 1.253980 -1.44 0.05 0.60
H 0.698248 2.617119 0.496980 -1.26 -0.11 -0.62
C -2.680752 2.709119 -1.217020 2.93 1.70 5.85
O -2.400752 2.992119 0.118980 -1.96 -1.26 -6.33
N -3.737752 3.027119 -1.904020 -5.63 3.25 1.63
N -1.802752 2.175119 -2.016020 2.25 -1.61 -0.63
H -4.438752 3.656119 -1.381020 1.36 -1.69 -1.41
H -4.037752 2.572119 -2.760020 0.26 0.27 0.37
H -0.962752 1.791119 -1.601020 0.49 -0.08 -0.31
H -1.998752 1.999119 -3.005020 0.36 0.21 0.71
C 3.995248 -0.930881 2.208980 0.70 3.75 -3.87
O 3.872248 -0.266881 1.044980 0.17 -2.76 4.05
N 3.226248 -1.864881 2.659980 -2.59 -2.78 -2.88
N 4.847248 -0.502881 3.103980 3.35 1.34 2.03
H 2.640248 -2.205881 1.819980 0.37 -0.31 2.05
H 3.508248 -2.437881 3.437980 -0.39 0.03 -0.07
H 5.352248 0.333119 2.769980 -0.03 -0.94 0.96
H 5.089248 -1.039881 4.000980 -0.54 1.60 -2.18
C 0.460248 -0.063881 3.501980 -1.20 -5.72 4.72
O 0.353248 -1.423881 3.971980 0.67 5.98 -2.96
N -0.463752 0.799119 3.806980 -4.47 2.67 -0.61
N 1.567248 0.511119 3.129980 3.89 -2.45 -2.51
H -1.408752 0.531119 4.135980 1.09 -0.39 -0.05
H -0.544752 1.702119 3.256980 0.60 -1.45 1.06
H 2.185248 -0.342881 2.906980 -0.86 2.50 0.24
H 1.584248 1.370119 2.523980 -0.18 -1.30 0.92
C 2.144248 -3.110881 -0.586020 3.56 -0.78 -0.39
O 1.696248 -2.630881 0.619980 -1.13 0.59 0.27
H 1.810248 -2.648881 -1.499020 -0.66 0.47 -0.16
H 2.041248 -4.186881 -0.649020 -0.28 -0.39 -0.18
H 3.275248 -2.931881 -0.552020 -1.40 -0.25 -0.27
H 0.764248 -2.839881 0.725980 -0.08 0.21 0.22
```
Positions in Å, forces in eV/Å.

These are the Löwdin partial charges, in e, on atoms 1 to 8: number 1, C, carries -0.06; number 2, C, carries -0.25; number 3, O, carries -0.14; number 4, H, carries 0.06; number 5, H, carries 0.06; number 6, H, carries 0.07; number 7, H, carries 0.06; number 8, H, carries 0.11